1.
DFT (wB97M-V/def2-TZVPD) results for the molecule C4H5NO2.

XYZ file:
```
12
Properties=species:S:1:pos:R:3:forces:R:3
O 1.798 1.395 1.266 0.12 -0.40 -0.41
C 2.028 0.468 0.535 0.04 0.35 0.24
C 0.950 -0.478 -0.001 -0.13 -0.25 -0.15
O 1.265 -1.401 -0.720 -0.07 0.32 0.34
N -0.326 -0.227 0.479 0.27 -0.19 0.03
C -1.462 -0.739 -0.248 -0.13 -0.20 -0.11
C -1.198 0.726 -0.192 -0.12 0.25 -0.08
H 3.043 0.197 0.183 -0.11 0.08 0.06
H -2.242 -1.164 0.379 0.11 0.09 -0.12
H -1.247 -1.275 -1.169 -0.06 0.13 0.10
H -0.816 1.191 -1.100 -0.05 -0.06 0.18
H -1.787 1.370 0.455 0.12 -0.11 -0.08
```
Positions in Å, forces in eV/Å.

orbital gap = 9.69 eV
LUMO = -0.32 eV
total charge = 0
strongest force on any atom = 0.59 eV/A
structure (SMILES) = O=CC(=O)N1CC1
spin multiplicity = 1
E_HOMO = -0.3678 Eh
E_tot = -360.59695 Ha

Here are the Löwdin charges for atoms 1 to 5, given in e: atom 1 (O): 0.092, atom 2 (C): -0.154, atom 3 (C): -0.423, atom 4 (O): 0.107, atom 5 (N): -0.023


2.
DFT (wB97M-V/def2-TZVPD) results for the molecule C4H5NO2.

XYZ file:
```
12
Properties=species:S:1:pos:R:3:forces:R:3
O 2.854 0.544 -0.487 -0.32 -0.39 -0.07
C 1.952 -0.247 -0.420 0.32 0.17 -0.09
C 0.929 -0.137 0.717 0.01 0.27 0.35
O 1.248 0.316 1.789 -0.11 -0.15 -0.38
N -0.365 -0.559 0.437 0.22 -0.08 0.09
C -1.132 -0.205 -0.742 -0.03 0.06 -0.28
C -1.434 0.399 0.591 -0.18 0.15 0.12
H 1.813 -1.043 -1.178 -0.05 0.04 0.10
H -1.782 -0.996 -1.116 0.23 0.18 0.08
H -0.675 0.419 -1.511 -0.07 -0.06 0.23
H -1.099 1.422 0.767 -0.19 -0.19 -0.03
H -2.310 0.087 1.154 0.18 -0.01 -0.13
```
Positions in Å, forces in eV/Å.

orbital gap = 9.68 eV
LUMO = -0.20 eV
total charge = 0
strongest force on any atom = 0.51 eV/A
structure (SMILES) = O=CC(=O)N1CC1
spin multiplicity = 1
E_HOMO = -0.3629 Eh
E_tot = -360.58910 Ha

Here are the Löwdin charges for atoms 1 to 5, given in e: atom 1 (O): 0.099, atom 2 (C): -0.162, atom 3 (C): -0.423, atom 4 (O): 0.123, atom 5 (N): -0.025


3.
DFT (wB97M-V/def2-TZVPD) results for the molecule C4H5NO2.

XYZ file:
```
12
Properties=species:S:1:pos:R:3:forces:R:3
C 1.024 0.647 1.005 0.47 0.50 -0.08
C 0.726 -0.098 -0.327 -0.48 -0.08 0.95
C 0.131 -1.204 0.157 -0.17 -0.54 -0.24
O -1.167 -1.296 -0.174 -0.14 -0.67 -0.59
C -1.454 -0.218 -1.031 -0.26 0.04 -0.33
O -2.544 -0.026 -1.489 0.37 -0.16 0.00
N -0.276 0.454 -1.169 -0.23 0.22 0.19
H 1.211 1.691 0.803 0.40 0.27 0.08
H 0.132 0.594 1.655 0.32 0.28 -0.23
H 1.848 0.193 1.558 0.08 0.17 -0.17
H 0.510 -1.837 0.945 -0.31 -0.03 0.02
H -0.142 1.101 -1.933 -0.04 0.00 0.38
```
Positions in Å, forces in eV/Å.

orbital gap = 9.34 eV
LUMO = 0.56 eV
total charge = 0
strongest force on any atom = 1.07 eV/A
structure (SMILES) = Cc1coc(=O)[nH]1
spin multiplicity = 1
E_HOMO = -0.3228 Eh
E_tot = -360.60143 Ha

Here are the Löwdin charges for atoms 1 to 5, given in e: atom 1 (C): -0.052, atom 2 (C): -0.243, atom 3 (C): -0.114, atom 4 (O): 0.113, atom 5 (C): -0.505


4.
DFT (wB97M-V/def2-TZVPD) results for the molecule C4H5NO2.

XYZ file:
```
12
Properties=species:S:1:pos:R:3:forces:R:3
O 1.296 1.489 1.578 -0.36 -0.43 -0.66
C 0.718 0.964 0.673 -0.10 0.39 0.21
N 1.250 0.273 -0.484 0.12 0.22 -0.35
C 0.515 -1.036 -0.323 -0.04 -0.11 -0.06
C -0.925 -0.590 -0.023 0.05 0.07 -0.25
O -1.405 -0.116 1.249 -0.20 0.17 -0.07
C -0.771 0.802 0.382 0.02 0.44 -0.48
H 0.616 0.804 -1.157 1.57 -1.16 -0.04
H 0.983 -1.665 0.443 -0.01 0.31 -0.10
H 0.550 -1.571 -1.274 -0.05 0.02 0.15
H -1.738 -0.902 -0.677 0.20 0.06 0.04
H -1.089 1.548 -0.387 -1.20 0.02 1.61
```
Positions in Å, forces in eV/Å.

orbital gap = 10.28 eV
LUMO = 0.51 eV
total charge = 0
strongest force on any atom = 2.01 eV/A
structure (SMILES) = O=C1NC[C@H]2O[C@@H]12
spin multiplicity = 1
E_HOMO = -0.3588 Eh
E_tot = -360.53816 Ha

Here are the Löwdin charges for atoms 1 to 5, given in e: atom 1 (O): 0.160, atom 2 (C): -0.411, atom 3 (N): 0.041, atom 4 (C): -0.110, atom 5 (C): -0.218


5.
DFT (wB97M-V/def2-TZVPD) results for a structure of composition C4H5NO2.

XYZ file:
```
12
Properties=species:S:1:pos:R:3:forces:R:3
O -2.240 2.038 0.519 0.16 -0.20 -0.20
C -1.474 1.324 -0.062 -0.28 0.27 0.22
C -0.052 1.065 0.432 0.20 0.29 0.33
O 0.560 1.735 1.222 -0.21 -0.15 -0.33
N 0.468 -0.046 -0.206 0.05 0.27 -0.14
C -0.223 -1.237 -0.420 0.06 -0.28 -0.13
C 1.596 -0.719 0.120 0.09 -0.11 -0.04
H -1.718 0.829 -1.027 -0.02 0.08 0.14
H -0.731 -1.352 -1.385 0.60 -0.37 0.16
H -0.437 -1.942 0.367 -0.21 0.44 0.34
H 2.087 -0.450 1.068 -0.45 -0.66 -0.07
H 2.163 -1.244 -0.629 0.01 0.42 -0.30
```
Positions in Å, forces in eV/Å.

orbital gap (spin up / spin down) = 8.80 / 8.80 eV
LUMO (spin up / spin down) = -0.31 / -0.31 eV
total charge = 0
strongest force on any atom = 0.80 eV/A
spin multiplicity = 1
E_HOMO (spin up / spin down) = -0.3348 / -0.3349 Eh
E_tot = -360.51640 Ha

Here are the Löwdin charges for atoms 1 to 5, given in e: atom 1 (O): 0.110, atom 2 (C): -0.162, atom 3 (C): -0.391, atom 4 (O): 0.137, atom 5 (N): -0.211


6.
DFT (wB97M-V/def2-TZVPD) results for a cluster of 2 separate species, C4H5NO2 in total.

XYZ file:
```
12
Properties=species:S:1:pos:R:3:forces:R:3
O 1.882 1.415 2.115 -0.24 -0.43 -0.61
C 1.531 0.799 1.181 0.10 0.12 0.08
N 1.258 0.253 0.138 0.16 0.34 0.50
C 0.445 -0.856 -0.283 -0.10 -0.14 -0.02
C -1.014 -0.677 0.056 0.06 -0.14 -0.24
O -1.311 -0.406 1.452 -0.11 0.33 -0.03
C -1.546 0.591 0.659 0.11 -0.37 0.20
H -0.262 1.606 -1.737 -0.03 0.03 -0.08
H 0.827 -1.790 0.150 -0.06 0.12 -0.05
H 0.527 -0.945 -1.371 -0.02 0.03 0.15
H -1.711 -1.376 -0.401 0.09 0.10 0.05
H -0.647 1.603 -2.373 0.04 0.00 0.03
```
Positions in Å, forces in eV/Å.

orbital gap = 10.24 eV
LUMO = 0.27 eV
total charge = 0
strongest force on any atom = 0.78 eV/A
spin multiplicity = 1
E_HOMO = -0.3666 Eh
E_tot = -360.49802 Ha

Here are the Löwdin charges for atoms 1 to 5, given in e: atom 1 (O): 0.161, atom 2 (C): -0.316, atom 3 (N): 0.112, atom 4 (C): -0.190, atom 5 (C): -0.293


7.
DFT (wB97M-V/def2-TZVPD) results for the molecule C4H5NO2.

XYZ file:
```
12
Properties=species:S:1:pos:R:3:forces:R:3
C -1.590 -0.334 -0.658 -0.05 -0.01 -0.06
C -0.235 0.101 -0.216 0.01 0.29 0.14
C 0.225 1.307 0.134 -0.28 -0.15 -0.10
O 1.448 1.197 0.762 0.15 -0.07 0.05
C 1.776 -0.134 0.829 0.25 -0.17 0.08
O 2.761 -0.571 1.362 -0.29 0.21 -0.36
N 0.746 -0.810 0.204 0.10 0.01 -0.02
H -1.598 -0.875 -1.609 0.12 0.07 0.09
H -2.007 -0.998 0.109 0.00 0.08 -0.15
H -2.251 0.531 -0.750 0.13 -0.11 -0.03
H -0.189 2.299 0.044 0.01 -0.17 0.08
H 0.915 -1.713 -0.211 -0.14 0.01 0.26
```
Positions in Å, forces in eV/Å.

orbital gap = 9.40 eV
LUMO = 0.70 eV
total charge = 0
strongest force on any atom = 0.51 eV/A
structure (SMILES) = Cc1coc(=O)[nH]1
spin multiplicity = 1
E_HOMO = -0.3195 Eh
E_tot = -360.66602 Ha

Here are the Löwdin charges for atoms 1 to 5, given in e: atom 1 (C): -0.030, atom 2 (C): -0.294, atom 3 (C): -0.050, atom 4 (O): 0.084, atom 5 (C): -0.524


8.
DFT (wB97M-V/def2-TZVPD) results for the molecule C4H5NO2.

XYZ file:
```
12
Properties=species:S:1:pos:R:3:forces:R:3
C 1.695 -0.717 0.270 -0.03 -0.03 -0.06
C 0.374 -0.125 -0.099 -0.13 0.16 0.14
O 0.460 1.263 -0.267 -0.08 -0.12 0.36
C -0.794 1.703 -0.266 -0.28 0.07 -0.01
N -1.684 0.780 -0.145 0.04 0.17 -0.33
C -0.964 -0.391 -0.074 0.28 0.24 -0.08
O -1.671 -1.540 -0.046 0.08 0.03 0.15
H 2.462 -0.130 -0.245 -0.01 -0.21 0.07
H 1.864 -0.602 1.350 -0.02 -0.07 -0.23
H 1.832 -1.771 0.017 -0.26 0.17 -0.06
H -0.983 2.762 -0.353 0.18 -0.07 -0.05
H -2.590 -1.234 -0.141 0.24 -0.34 0.09
```
Positions in Å, forces in eV/Å.

orbital gap = 9.48 eV
LUMO = 0.92 eV
total charge = 0
strongest force on any atom = 0.42 eV/A
structure (SMILES) = Cc1ocnc1O
spin multiplicity = 1
E_HOMO = -0.3146 Eh
E_tot = -360.63939 Ha

Here are the Löwdin charges for atoms 1 to 5, given in e: atom 1 (C): -0.011, atom 2 (C): -0.209, atom 3 (O): 0.050, atom 4 (C): -0.199, atom 5 (N): 0.145


9.
DFT (wB97M-V/def2-TZVPD) results for the molecule C4H5NO2.

XYZ file:
```
12
Properties=species:S:1:pos:R:3:forces:R:3
C -1.408 -0.470 -0.900 0.00 0.01 -0.01
C -0.266 -0.062 -0.016 -0.08 0.21 -0.26
C 0.174 1.213 0.308 -0.07 -0.18 0.07
O 1.397 1.185 0.762 -0.06 -0.01 -0.08
C 1.882 -0.223 0.693 0.27 -0.22 0.14
O 2.994 -0.461 1.066 -0.45 0.14 -0.18
N 0.871 -0.977 0.198 0.24 0.04 -0.02
H -1.091 -0.474 -1.946 -0.02 0.00 0.11
H -1.747 -1.477 -0.647 0.05 0.16 -0.03
H -2.245 0.224 -0.787 0.09 -0.09 -0.02
H -0.337 2.168 0.250 0.07 -0.14 0.02
H -0.222 -0.646 1.019 -0.04 0.08 0.24
```
Positions in Å, forces in eV/Å.

orbital gap = 8.56 eV
LUMO = -0.26 eV
total charge = 0
strongest force on any atom = 0.51 eV/A
spin multiplicity = 1
E_HOMO = -0.3242 Eh
E_tot = -360.55677 Ha

Here are the Löwdin charges for atoms 1 to 5, given in e: atom 1 (C): -0.024, atom 2 (C): -0.386, atom 3 (C): -0.051, atom 4 (O): 0.100, atom 5 (C): -0.514


10.
DFT (wB97M-V/def2-TZVPD) results for the molecule C4H5NO2.

XYZ file:
```
12
Properties=species:S:1:pos:R:3:forces:R:3
O 2.412 0.178 -0.755 -0.21 -0.55 -0.16
C 1.288 -0.256 -0.707 0.37 -0.03 0.03
C 0.523 0.121 0.540 0.87 0.69 0.13
C -0.420 1.183 0.012 0.13 0.14 -0.14
N -0.924 0.156 0.870 0.10 -0.81 -0.22
C -1.161 -1.128 0.302 -0.89 -0.20 -0.44
O -1.298 -1.419 -0.860 -0.35 0.21 0.42
H 0.785 -0.735 -1.566 0.05 -0.07 0.24
H 1.140 0.134 1.425 0.30 0.88 -0.13
H -0.717 1.095 -1.037 0.39 0.05 0.12
H -0.236 2.191 0.366 -0.67 -0.14 0.39
H -1.137 -1.846 1.137 -0.09 -0.17 -0.26
```
Positions in Å, forces in eV/Å.

orbital gap = 11.07 eV
LUMO = 0.93 eV
total charge = 0
strongest force on any atom = 1.12 eV/A
structure (SMILES) = O=C[C@H]1CN1C=O
spin multiplicity = 1
E_HOMO = -0.3729 Eh
E_tot = -360.55272 Ha

Here are the Löwdin charges for atoms 1 to 5, given in e: atom 1 (O): 0.063, atom 2 (C): -0.230, atom 3 (C): -0.203, atom 4 (C): -0.051, atom 5 (N): 0.012


11.
DFT (wB97M-V/def2-TZVPD) results for the molecule C4H5NO2.

XYZ file:
```
12
Properties=species:S:1:pos:R:3:forces:R:3
N 0.266 2.045 -0.541 0.03 0.02 -0.08
C 0.742 0.798 -0.251 0.11 -0.04 -0.05
O 1.872 0.449 -0.541 -0.35 0.11 -0.01
C -0.196 -0.092 0.539 -0.12 0.23 0.00
C 0.416 -1.379 1.069 -0.14 -0.19 -0.17
C -0.471 -1.497 0.146 0.33 0.03 0.35
O -1.181 -2.274 -0.673 -0.02 0.18 -0.05
H 0.866 2.669 -1.057 -0.07 -0.09 0.02
H -0.706 2.287 -0.444 0.13 -0.09 0.08
H -0.944 0.455 1.129 0.16 -0.06 -0.04
H 1.213 -1.724 1.701 -0.16 -0.01 0.00
H -1.876 -1.738 -1.077 0.10 -0.09 -0.03
```
Positions in Å, forces in eV/Å.

orbital gap = 9.62 eV
LUMO = 0.51 eV
total charge = 0
strongest force on any atom = 0.48 eV/A
structure (SMILES) = NC(=O)[C@@H]1C=C1O
spin multiplicity = 1
E_HOMO = -0.3349 Eh
E_tot = -360.58330 Ha

Here are the Löwdin charges for atoms 1 to 5, given in e: atom 1 (N): 0.149, atom 2 (C): -0.522, atom 3 (O): 0.055, atom 4 (C): -0.136, atom 5 (C): 0.089


12.
DFT (wB97M-V/def2-TZVPD) results for a cluster of 2 separate species, C4H5NO2 in total.

XYZ file:
```
12
Properties=species:S:1:pos:R:3:forces:R:3
C -1.121 -1.059 0.245 0.12 -0.03 0.05
C 0.157 -1.095 0.621 -0.28 -0.09 -0.13
C 0.697 -0.083 1.560 -0.19 0.22 0.17
O 0.023 0.785 2.070 0.28 -0.24 -0.15
H -1.540 -1.765 -0.465 0.10 0.04 0.10
H -1.782 -0.296 0.646 0.10 -0.07 -0.04
H 0.848 -1.836 0.231 -0.06 0.06 0.04
H 1.781 -0.154 1.773 -0.08 0.03 0.02
N -0.466 1.276 -1.977 0.60 -0.18 0.16
C 0.655 1.169 -1.522 0.14 -0.06 0.09
O 1.716 0.919 -1.097 -0.72 0.18 -0.33
H -0.968 2.138 -2.085 -0.01 0.12 0.02
```
Positions in Å, forces in eV/Å.

orbital gap = 10.18 eV
LUMO = 0.25 eV
total charge = 0
strongest force on any atom = 0.81 eV/A
structure (SMILES) = C=CC=O.N=C=O
spin multiplicity = 1
E_HOMO = -0.3650 Eh
E_tot = -360.62089 Ha

Here are the Löwdin charges for atoms 1 to 5, given in e: atom 1 (C): 0.034, atom 2 (C): -0.156, atom 3 (C): -0.297, atom 4 (O): 0.033, atom 5 (H): 0.067